The following is a quantum chemistry calculation of a cluster of 3 separate species, C20H38BFO14S2 in total, from the Open Molecules 2025 dataset.

HOMO-LUMO gap: 8.90 eV
calculated total energy: -2759.4660 hartree
SMILES: CCSC[C@]1(COC(C)=O)OS(=O)(=O)O[C@@]1(CB(O)O)C[C@H](C)F.CCOC(=O)OC.CCOC(=O)OC
HOMO: -8.64 eV
LUMO energy: 0.255 eV

Last column: Löwdin charge in e.
Geometry (Å):
C (-2.212, 5.144, 4.382)  -0.159
C (-1.864, 4.138, 3.271)  -0.512
S (-1.729, 5.020, 1.694)  0.940
C (-2.032, 3.798, 0.391)  -0.381
C (-1.164, 2.523, 0.332)  -0.379
C (-1.825, 1.286, 0.952)  -0.055
O (-2.832, 1.542, 1.922)  -0.016
C (-4.121, 1.546, 1.485)  -0.520
C (-5.072, 1.628, 2.640)  0.038
O (-4.411, 1.520, 0.321)  0.128
O (0.096, 2.762, 1.002)  -0.168
S (1.137, 3.483, 0.035)  0.602
O (2.330, 2.715, 0.166)  -0.217
O (1.171, 4.884, 0.202)  -0.212
O (0.358, 3.186, -1.322)  -0.149
C (-0.697, 2.158, -1.120)  -0.332
C (-1.776, 2.367, -2.187)  0.028
B (-2.465, 1.119, -2.891)  -0.659
O (-3.003, 0.018, -2.240)  0.153
O (-2.656, 1.234, -4.233)  0.182
C (0.066, 0.823, -1.196)  -0.053
C (1.121, 0.751, -2.297)  -0.337
C (0.635, 0.916, -3.715)  0.004
F (1.660, -0.542, -2.197)  -0.028
H (-1.364, 5.309, 5.045)  0.068
H (-2.529, 6.103, 3.973)  0.050
H (-3.034, 4.766, 4.992)  0.066
H (-0.901, 3.673, 3.479)  0.073
H (-2.603, 3.347, 3.209)  0.046
H (-3.083, 3.519, 0.393)  0.076
H (-1.856, 4.383, -0.512)  0.087
H (-2.250, 0.677, 0.154)  0.127
H (-1.060, 0.711, 1.472)  0.155
H (-6.085, 1.463, 2.287)  0.093
H (-4.995, 2.623, 3.084)  0.092
H (-4.794, 0.914, 3.413)  0.095
H (-2.592, 2.953, -1.759)  0.118
H (-1.353, 2.987, -2.977)  0.126
H (-2.396, -0.637, -1.890)  0.092
H (-3.078, 0.448, -4.600)  0.119
H (0.584, 0.666, -0.248)  0.130
H (-0.592, -0.036, -1.328)  0.114
H (1.945, 1.419, -2.075)  0.121
H (1.470, 0.766, -4.398)  0.095
H (0.201, 1.897, -3.886)  0.086
H (-0.110, 0.151, -3.944)  0.091
C (0.869, -3.554, -1.765)  -0.060
C (0.642, -3.265, -0.301)  -0.205
O (-0.428, -4.056, 0.260)  0.036
C (-0.111, -5.314, 0.555)  -0.611
O (0.974, -5.824, 0.442)  0.119
O (-1.207, -5.921, 1.020)  0.001
C (-1.021, -7.301, 1.352)  -0.040
H (-0.055, -3.428, -2.335)  0.080
H (1.617, -2.862, -2.143)  0.057
H (1.229, -4.571, -1.912)  0.081
H (0.314, -2.236, -0.157)  0.112
H (1.552, -3.414, 0.277)  0.091
H (-0.190, -7.422, 2.043)  0.094
H (-0.832, -7.885, 0.452)  0.097
H (-1.950, -7.617, 1.815)  0.092
C (4.335, 0.444, -0.507)  -0.073
C (5.155, -0.634, -1.174)  -0.192
O (5.614, -1.626, -0.229)  0.046
C (4.692, -2.503, 0.156)  -0.593
O (3.549, -2.554, -0.226)  0.109
O (5.244, -3.338, 1.038)  0.011
C (4.344, -4.322, 1.560)  -0.030
H (4.884, 0.938, 0.295)  0.089
H (4.061, 1.203, -1.236)  0.069
H (3.426, 0.013, -0.091)  0.070
H (6.067, -0.230, -1.609)  0.123
H (4.585, -1.134, -1.957)  0.120
H (3.861, -4.873, 0.756)  0.093
H (3.584, -3.849, 2.182)  0.098
H (4.956, -4.987, 2.161)  0.094